Record 1
This record from the OMol25 dataset describes a gas-phase ion, C2H7N2O (charge +1) at a distorted geometry. The level of theory is ωB97M-V with the def2-TZVPD basis set.

## Properties
Molecular weight, g mol⁻¹: 75.091
Structure (SMILES): NC(=O)C[NH3+]
ΔE to the lowest compared entry with this formula, charge and spin, eV: 0.667
Frontier orbital gap, eV: 11.81
E_HOMO, eV: -15.432
Net charge: +1

Geometry (Å):
C  0.81578  -0.14499  0.08415
H  -0.80622  1.08142  -0.87292
H  2.12523  1.42814  -0.10060
N  -1.56711  -0.59371  0.00219
C  -0.59725  0.54312  -0.01014
H  -2.35441  -0.43633  0.72547
H  2.79560  -0.02381  -0.22103
H  -1.77234  -0.90575  -0.92846
H  -0.66407  1.28462  0.81741
H  -0.78603  -1.34484  0.26738
O  0.83273  -1.36240  0.20014
N  1.97808  0.47452  0.03641

Results of the natural (NBO) charge analysis, in e, for atoms 1 through 5: 0.655, 0.247, 0.408, -0.732, -0.328

---

Record 2
This record from the OMol25 dataset describes a molecular structure, C2H7N2O at a distorted geometry. The level of theory is ωB97M-V with the def2-TZVPD basis set.

## Properties
Molecular weight, g mol⁻¹: 75.091
ΔE to the lowest compared entry with this formula, charge and spin, eV: 4.829
Frontier orbital gap, eV: 10.42
E_HOMO, eV: -14.209
Net charge: +1

Geometry (Å):
H  -1.66168  -0.16695  1.40748
C  0.93100  0.62409  0.79689
H  0.69404  -0.73987  -1.79018
H  -1.01178  -0.85319  -1.80886
H  -0.76536  1.38668  -0.57008
N  -0.22582  -0.61835  -1.25931
N  -0.79057  -0.32898  0.90406
H  -0.07197  -1.40468  -0.54923
C  -0.30274  0.44214  -0.21829
H  1.02136  1.61180  1.12834
H  1.75191  0.30339  0.25912
O  0.43162  -0.25609  1.70008

Results of the natural (NBO) charge analysis, in e, for atoms 1 through 5: 0.412, -0.020, 0.456, 0.453, 0.246

---

Record 3
This record from the OMol25 dataset describes 2 unconnected molecules or ions with the total composition C2H7N2O at a distorted geometry. The level of theory is ωB97M-V with the def2-TZVPD basis set.

## Properties
Molecular weight, g mol⁻¹: 75.091
ΔE to the lowest compared entry with this formula, charge and spin, eV: 2.603
Frontier orbital gap, eV: 11.16
E_HOMO, eV: -14.805
Net charge: +1

Geometry (Å):
H  -1.43217  -1.70279  1.80126
H  -0.19101  -2.68746  0.88714
N  -0.92703  -1.85704  0.92409
H  1.16786  1.80918  -2.30038
O  1.75158  0.43342  -0.56446
H  -1.68538  -2.24310  0.33366
C  0.53852  0.91689  -0.29270
H  -0.60828  -0.91417  0.49804
N  -0.48031  0.66988  0.33374
C  1.31034  1.77251  -1.21638
H  1.82546  2.58681  -0.61896
H  -1.26957  1.21587  0.21495

Results of the natural (NBO) charge analysis, in e, for atoms 1 through 5: 0.447, 0.464, -0.921, 0.244, -0.429

---

Record 4
This record from the OMol25 dataset describes a gas-phase ion, C2H7N2O (charge +1) at a distorted geometry. The level of theory is ωB97M-V with the def2-TZVPD basis set.

## Properties
Molecular weight, g mol⁻¹: 75.091
Structure (SMILES): NC/[NH+]=C/O
ΔE to the lowest compared entry with this formula, charge and spin, eV: 1.983
Frontier orbital gap, eV: 9.61
E_HOMO, eV: -14.191
Net charge: +1

Geometry (Å):
C  0.15482  0.59669  0.75515
O  0.51247  -2.25095  -1.59432
H  1.11496  1.21393  1.15421
H  -0.45242  0.35574  1.63850
H  -1.65406  1.01051  -0.20864
H  -1.08970  -1.89507  -0.25135
H  1.39577  -1.96849  -1.90880
H  1.72124  -0.65921  -0.11353
N  0.69347  -0.61645  0.04307
H  -0.21744  1.80522  -0.90828
N  -0.63835  1.25141  -0.13333
C  0.03149  -1.57922  -0.58564

Results of the natural (NBO) charge analysis, in e, for atoms 1 through 5: -0.064, -0.575, 0.237, 0.236, 0.408

---

Record 5
This record from the OMol25 dataset describes 2 unconnected molecules or ions with the total composition C2H7N2O at a distorted geometry. The level of theory is ωB97M-V with the def2-TZVPD basis set.

## Properties
Molecular weight, g mol⁻¹: 75.091
ΔE to the lowest compared entry with this formula, charge and spin, eV: 5.397
Frontier orbital gap (spin up / spin down), eV: 9.26 / 9.26
E_HOMO (spin up / spin down), eV: -14.149 / -14.148
Net charge: +1

Geometry (Å):
H  -2.63876  0.84403  -0.99812
H  2.29183  1.29952  -0.15585
C  0.59703  -1.13929  0.76534
H  -0.34062  -1.23067  1.30821
N  0.87764  0.23366  0.52304
C  -0.64084  0.94228  -0.71129
H  0.62022  -1.77778  -0.12384
H  -0.40094  1.78545  -1.34060
N  -1.79698  0.47161  -0.54564
H  1.40444  -1.48273  1.42426
H  -1.94682  -0.32513  0.07607
O  1.97379  0.37906  -0.22158

Results of the natural (NBO) charge analysis, in e, for atoms 1 through 5: 0.438, 0.501, -0.491, 0.218, 0.040

---

Record 6
This record from the OMol25 dataset describes 2 unconnected molecules or ions with the total composition C2H7N2O2. The level of theory is ωB97M-V with the def2-TZVPD basis set.

## Properties
Molecular weight, g mol⁻¹: 91.090
ΔE to the lowest compared entry with this formula, charge and spin, eV: 0.653
Frontier orbital gap, eV: 8.86
E_HOMO, eV: -4.427
Net charge: -1

Geometry (Å):
H  -1.41937  0.39349  2.59554
H  -1.91393  0.02280  -0.05114
O  1.90912  -1.64200  -1.57374
H  0.49573  -0.58528  -2.56396
O  0.81855  0.14140  -0.73451
C  -0.91212  0.50217  1.63500
H  -1.69676  2.03930  0.60033
H  -0.93364  -1.13174  0.37631
N  -0.83749  1.86409  1.12312
C  1.09452  -0.70972  -1.62117
N  -1.60396  -0.48369  0.77491
H  0.13087  0.20623  1.76381
H  -0.14630  1.78615  0.37316

Results of the natural (NBO) charge analysis, in e, for atoms 1 through 5: 0.141, 0.342, -0.765, -0.011, -0.840

---

Record 7
This record from the OMol25 dataset describes a molecular structure, C2H7N2O5Sn2 at a distorted geometry. The level of theory is ωB97M-V with the def2-TZVPD basis set.

## Properties
Molecular weight, g mol⁻¹: 376.509
ΔE to the lowest compared entry with this formula, charge and spin, eV: 0.000
Frontier orbital gap, eV: 6.36
E_HOMO, eV: -20.527
Net charge: +3

Geometry (Å):
H  0.86934  0.85445  3.19131
Sn  -1.84098  3.39531  -1.50015
H  0.85200  2.57435  2.98272
O  -0.63885  2.56193  0.94766
H  -1.38642  -1.99576  -0.96519
N  0.74274  -1.98560  -0.91334
H  -0.60911  -2.70342  0.41710
Sn  0.47318  0.49867  -4.10428
O  0.96718  -1.37730  -1.98901
H  -1.10720  0.43640  -0.98476
O  1.57323  -2.06682  -0.07151
C  -0.58287  -2.66176  -0.66762
N  -0.05184  1.55067  1.35745
O  -0.34427  0.44194  1.00476
O  -1.28275  0.68929  -1.90827
H  -0.50182  -3.62100  -1.16870
H  1.91018  1.77850  1.92989
C  0.95829  1.63015  2.44192

Results of the natural (NBO) charge analysis, in e, for atoms 1 through 5: 0.292, 1.765, 0.272, -0.504, 0.229

---

Record 8
This record from the OMol25 dataset describes a gas-phase ion, C2H7N2O6P2 (charge -1) at a distorted geometry. The level of theory is ωB97M-V with the def2-TZVPD basis set.

## Properties
Molecular weight, g mol⁻¹: 217.034
Structure (SMILES): NC1(N)O[P@@](=O)([O-])C[P@@](=O)(O)O1
Frontier orbital gap, eV: 10.21
E_HOMO, eV: -6.490
Net charge: -1

Geometry (Å):
N  1.05615  -1.05959  2.26285
O  0.67075  1.58380  -1.41862
H  1.71060  1.21911  1.78710
O  -0.80473  -0.58135  0.99056
N  0.73007  1.10557  1.74377
H  0.16580  -1.01349  2.82848
H  0.29802  1.70714  1.16285
O  -1.68062  1.46595  -0.43081
O  -3.03464  -0.69107  -0.03225
P  0.88262  0.05574  -1.50718
H  -0.84641  -1.69885  -2.01242
C  -0.81168  -0.57787  -1.86078
H  -0.28530  1.66999  -1.08329
P  -1.78242  -0.02857  -0.33020
O  1.32799  -0.51189  0.05442
H  -1.12451  -0.07522  -2.78224
O  1.92045  -0.42273  -2.45210
C  0.54580  -0.21298  1.19670
H  1.06205  -1.93368  1.88316

Results of the natural (NBO) charge analysis, in e, for atoms 1 through 5: -0.824, -1.036, 0.366, -0.832, -0.843

---

Record 9
This record from the OMol25 dataset describes 2 unconnected molecules or ions with the total composition C2H7N2OP. The level of theory is ωB97M-V with the def2-TZVPD basis set.

## Properties
Molecular weight, g mol⁻¹: 106.065
Structure (SMILES): CP(N)O.C#N
ΔE to the lowest compared entry with this formula, charge and spin, eV: 1.056
Frontier orbital gap, eV: 10.10
E_HOMO, eV: -9.203

Geometry (Å):
H  -2.52677  -0.05506  -0.36021
C  -2.02471  -0.06548  0.61010
H  -0.58645  0.80197  -1.63590
P  -0.18247  -0.17841  0.37644
H  -2.38189  -0.91433  1.19625
H  -2.24866  0.85247  1.14772
H  0.86451  1.31149  -1.04813
H  2.36102  0.83865  1.05472
C  3.08823  0.36259  0.44777
H  -0.02227  -2.34216  -0.17286
O  -0.14195  -1.50819  -0.62942
N  3.87631  -0.14660  -0.19560
N  -0.07489  1.04307  -0.79090

Results of the natural (NBO) charge analysis, in e, for atoms 1 through 5: 0.225, -0.962, 0.384, 1.190, 0.226

---

Record 10
This record from the OMol25 dataset describes 2 unconnected molecules or ions with the total composition C2H7N2OS. The level of theory is ωB97M-V with the def2-TZVPD basis set.

## Properties
Molecular weight, g mol⁻¹: 107.158
ΔE to the lowest compared entry with this formula, charge and spin, eV: 0.000
Frontier orbital gap (spin up / spin down), eV: 10.23 / 6.85
E_HOMO (spin up / spin down), eV: -9.662 / -9.598
2S+1: 2

Geometry (Å):
H  -2.00333  0.36808  3.08588
C  0.79449  -0.45947  -2.15056
H  0.03089  1.12589  -1.05642
N  0.46097  0.85067  -1.91818
H  0.84899  -2.24821  -1.19202
H  0.32484  -0.91752  -0.18792
N  0.74822  -1.26443  -1.03470
C  -0.94736  0.43846  2.82210
H  0.33946  1.45181  -2.71281
S  -0.76036  0.75822  1.07045
H  -0.50601  1.25842  3.39210
H  -0.45061  -0.48299  3.12302
O  1.11983  -0.87892  -3.24094

Results of the natural (NBO) charge analysis, in e, for atoms 1 through 5: 0.249, 0.775, 0.376, -0.851, 0.402

---

Record 11
This record from the OMol25 dataset describes a gas-phase ion, C2H7N2P2 (charge +1) at a distorted geometry. The level of theory is ωB97M-V with the def2-TZVPD basis set.

## Properties
Molecular weight, g mol⁻¹: 121.040
Structure (SMILES): N[P@]1(=[NH2+])CC=P1
ΔE to the lowest compared entry with this formula, charge and spin, eV: 0.302
Frontier orbital gap, eV: 9.05
E_HOMO, eV: -13.658
Net charge: +1

Geometry (Å):
C  -2.20434  0.56299  0.28670
N  0.73748  -1.34006  1.09813
H  1.13174  -0.70622  -2.31497
H  0.04404  -1.75888  1.70003
C  -0.87166  1.20580  0.08552
H  -0.70056  1.93586  -0.68572
P  -2.34034  -1.02311  -0.21372
H  -0.47107  1.35681  1.09583
P  -0.01765  -0.65545  -0.21059
H  1.82195  -1.63295  -1.15789
H  -2.97836  1.17873  0.53963
N  1.20224  -0.86068  -1.27380
H  1.37174  -0.64343  1.44016

Results of the natural (NBO) charge analysis, in e, for atoms 1 through 5: -0.548, -1.130, 0.443, 0.428, -0.626

---

Record 12
This record from the OMol25 dataset describes a gas-phase ion, C2H7N2S2 (charge +1) at a distorted geometry. The level of theory is ωB97M-V with the def2-TZVPD basis set.

## Properties
Molecular weight, g mol⁻¹: 123.226
ΔE to the lowest compared entry with this formula, charge and spin, eV: 1.250
Frontier orbital gap, eV: 9.00
E_HOMO, eV: -13.927
Net charge: +1

Geometry (Å):
H  1.97000  0.37066  -1.60914
H  0.79301  -1.15354  1.26379
H  -3.13495  0.25506  0.52721
H  -1.03144  1.27632  1.61905
S  0.22151  -1.92009  0.26055
H  2.26300  -0.42805  -0.28717
S  -2.36098  0.18770  -0.59153
C  0.25559  -0.39653  -0.80476
N  -0.36031  0.98954  0.98607
C  -0.77345  0.33654  -0.06209
H  0.63388  1.18024  1.15980
H  -0.01286  -0.81480  -1.75849
N  1.53699  0.11694  -0.70329

Results of the natural (NBO) charge analysis, in e, for atoms 1 through 5: 0.408, 0.118, 0.178, 0.417, 0.101